No. 1
The molecule C5H10N2O at a distorted geometry, computed with wB97M-V/def2-TZVPD.

Summary:
gap between HOMO and LUMO = 0.386 Eh
LUMO level = 0.8 eV
maximum force = 0.1245 Eh/bohr
energy above the lowest of the compared OMol25 structures with the same formula, charge and spin = 315.2 kJ/mol
highest occupied orbital energy = -9.733 eV
SMILES = CC(C)/N=C/NC=O
total energy = -10372.0379 eV

Positions of all 18 atoms, in Å:
C: -0.048 -1.353 1.637
C: -0.803 -1.212 0.285
C: -2.107 -0.414 0.751
C: 0.548 0.569 -0.592
C: 2.304 1.990 -1.834
H: -0.767 -1.558 2.499
H: 0.811 -2.072 1.680
H: 0.380 -0.261 1.663
H: -1.109 -2.209 -0.083
H: -2.045 0.850 0.984
H: -2.829 -0.340 -0.009
H: -2.730 -1.151 1.519
H: 0.837 1.385 0.236
H: 0.982 0.511 -2.496
H: 2.194 2.764 -0.975
N: 0.025 -0.566 -0.689
N: 1.239 1.105 -1.726
O: 3.118 1.962 -2.850

No. 2
The molecule C5H5NO at a distorted geometry, computed with wB97M-V/def2-TZVPD.

Summary:
gap between HOMO and LUMO = 0.411 Eh
LUMO level = 0.5 eV
maximum force = 0.0215 Eh/bohr
energy above the lowest of the compared OMol25 structures with the same formula, charge and spin = 275.7 kJ/mol
highest occupied orbital energy = -10.688 eV
SMILES = C#C[C@@H](C#N)CO
total energy = -8800.5618 eV

Positions of all 12 atoms, in Å:
O: -1.890 0.316 0.679
C: -0.812 -0.540 0.941
C: 0.262 -0.425 -0.155
C: 0.535 0.944 -0.606
C: 0.598 1.795 -1.452
C: 1.503 -1.152 0.132
N: 2.483 -1.745 0.286
H: -1.569 1.226 0.747
H: -0.367 -0.364 1.927
H: -1.206 -1.558 0.902
H: -0.154 -0.874 -1.063
H: 0.616 2.377 -2.338

No. 3
C44H34FeO2P3S2 as an isolated structure at a distorted geometry, computed with wB97M-V/def2-TZVPD.

Summary:
gap between HOMO and LUMO (alpha / beta) = 0.266 / 0.268 Eh
LUMO level (alpha / beta) = 2.4 / 2.3 eV
maximum force = 0.0651 Eh/bohr
⟨S²⟩ = 6.024
2S+1 = 5
highest occupied orbital energy (alpha / beta) = -4.859 / -4.951 eV
net charge = -1
total energy = -134198.8373 eV

Positions of all 86 atoms, in Å:
Fe: 0.005 1.225 0.403
S: -1.802 2.298 0.397
P: -2.071 0.644 -0.987
C: -0.507 -0.167 -0.702
P: -0.126 -1.773 -1.282
S: 1.688 -2.459 -1.589
C: -0.596 -2.983 0.060
C: -0.716 -2.654 1.370
C: -0.947 -3.664 2.263
C: -0.954 -5.036 1.887
C: -0.778 -5.364 0.581
C: -0.577 -4.333 -0.322
C: -1.225 -2.160 -2.657
C: -0.802 -1.963 -3.980
C: -1.705 -2.265 -5.006
C: -3.060 -2.563 -4.680
C: -3.436 -2.733 -3.383
C: -2.539 -2.636 -2.359
C: -3.632 -0.114 -0.500
C: -3.604 -1.111 0.464
C: -4.779 -1.622 0.954
C: -6.007 -1.186 0.519
C: -6.017 -0.165 -0.443
C: -4.848 0.378 -0.924
C: -2.122 1.304 -2.674
C: -2.984 0.692 -3.548
C: -3.006 1.074 -4.881
C: -2.280 2.219 -5.192
C: -1.458 2.928 -4.279
C: -1.337 2.400 -3.036
H: -0.545 -1.681 1.678
H: -1.124 -3.343 3.265
H: -1.166 -5.788 2.651
H: -0.851 -6.396 0.215
H: -0.383 -4.471 -1.385
H: 0.197 -1.554 -4.106
H: -1.373 -2.153 -6.025
H: -3.770 -2.686 -5.487
H: -4.443 -2.974 -3.138
H: -2.810 -2.805 -1.321
H: -2.667 -1.510 0.918
H: -4.671 -2.465 1.699
H: -6.939 -1.484 0.998
H: -6.976 0.179 -0.881
H: -4.921 1.176 -1.653
H: -3.596 -0.080 -3.178
H: -3.505 0.514 -5.668
H: -2.409 2.672 -6.164
H: -0.838 3.726 -4.596
H: -0.768 2.959 -2.238
O: -0.238 4.856 2.791
C: 0.812 4.539 2.141
O: 1.010 4.609 0.936
C: 1.831 3.911 3.045
C: 2.095 4.668 4.186
C: 2.945 4.238 5.178
C: 3.585 3.007 5.037
C: 3.651 2.467 3.729
C: 2.595 2.793 2.849
P: 2.125 1.659 1.522
C: 2.342 0.038 2.328
C: 2.693 -1.097 1.547
C: 3.129 -2.275 2.161
C: 3.213 -2.334 3.595
C: 2.672 -1.328 4.375
C: 2.188 -0.147 3.733
C: 3.432 1.765 0.273
C: 4.680 1.280 0.674
C: 5.782 1.602 -0.115
C: 5.677 2.456 -1.180
C: 4.415 2.923 -1.525
C: 3.239 2.470 -0.924
H: 1.496 5.557 4.247
H: 3.068 4.896 5.988
H: 4.043 2.529 5.922
H: 4.545 1.869 3.420
H: 2.617 -1.027 0.449
H: 3.435 -3.112 1.583
H: 3.802 -3.142 4.101
H: 2.770 -1.349 5.427
H: 1.599 0.655 4.239
H: 4.742 0.616 1.565
H: 6.761 1.248 0.145
H: 6.504 2.722 -1.790
H: 4.286 3.601 -2.396
H: 2.244 2.789 -1.311

No. 4
C4H9NO2 as an isolated structure at a distorted geometry, computed with wB97M-V/def2-TZVPD.

Summary:
gap between HOMO and LUMO = 0.368 Eh
LUMO level = 0.0 eV
maximum force = 0.0854 Eh/bohr
energy above the lowest of the compared OMol25 structures with the same formula, charge and spin = 388.5 kJ/mol
highest occupied orbital energy = -10.030 eV
total energy = -9876.0346 eV

Positions of all 16 atoms, in Å:
C: -2.638 -1.483 0.812
N: -2.279 -0.093 1.081
C: 3.714 1.420 -0.187
C: -1.455 0.507 0.351
C: -0.673 0.002 -0.867
O: -1.384 -0.890 -1.640
O: 0.433 0.385 -0.993
H: -1.761 -2.138 0.755
H: -3.294 -1.829 1.604
H: -3.171 -1.581 -0.134
H: 4.768 1.617 -0.012
H: 3.339 0.930 0.717
H: 3.691 0.652 -0.957
H: 3.040 2.244 -0.380
H: -1.329 1.557 0.596
H: -1.001 -1.302 -0.746

No. 5
A 12-piece molecular cluster, C103H220N12O12 overall at a distorted geometry, computed with wB97M-V/def2-TZVPD.

Summary:
gap between HOMO and LUMO = 0.329 Eh
LUMO level = 0.5 eV
maximum force = 0.0651 Eh/bohr
energy above the lowest of the compared OMol25 structures with the same formula, charge and spin = 0.0 kJ/mol
highest occupied orbital energy = -8.502 eV
SMILES = CC1(C)CCCC(C)(C)N1O.CC1(C)CCCC(C)(C)N1O.CC1(C)CCCC(C)(C)N1O.CC1(C)CCCC(C)(C)N1O.CC1(C)CCCC(C)(C)N1O.CC1(C)CCCC(C)(C)N1O.CC1(C)CCCC(C)(C)N1O.CC1(C)CCCC(C)(C)N1O.CC1(C)CCCC(C)(C)N1O.CC1(C)CCCC(C)(C)N1O.CC1(C)CCCC(C)(C)N1O.COC[C@H](C)N
total energy = -152816.5967 eV

Positions of all 347 atoms, in Å:
C: 1.026 6.595 -4.192
C: 1.427 5.768 -5.436
C: 2.491 4.715 -5.104
C: 1.910 3.554 -4.329
C: 0.721 2.979 -5.129
C: -0.340 4.042 -5.507
N: 0.314 5.127 -6.148
O: -0.662 6.120 -6.489
C: -1.302 3.428 -6.553
C: -1.175 4.423 -4.238
C: 2.139 6.681 -6.469
H: 1.804 7.313 -3.942
H: 0.901 5.923 -3.357
H: 0.174 7.153 -4.461
H: 2.938 4.341 -6.045
H: 3.289 5.169 -4.494
H: 1.778 3.902 -3.298
H: 2.687 2.803 -4.264
H: 0.197 2.146 -4.612
H: 1.103 2.425 -6.002
H: -0.713 3.026 -7.435
H: -1.907 2.698 -6.086
H: -2.017 4.137 -6.915
H: -1.978 3.748 -4.077
H: -0.472 4.342 -3.389
H: -1.585 5.447 -4.251
H: 3.149 6.844 -6.197
H: 1.565 7.603 -6.627
H: 2.326 6.092 -7.347
H: -0.749 5.984 -7.439
C: -6.598 1.745 -0.869
C: -6.567 0.744 -2.034
C: -7.980 0.738 -2.641
C: -8.282 2.041 -3.354
C: -7.287 2.223 -4.476
C: -5.867 2.312 -3.961
N: -5.587 1.108 -3.088
O: -4.307 1.294 -2.440
C: -4.900 2.081 -5.165
C: -5.544 3.681 -3.358
C: -6.192 -0.652 -1.550
H: -5.651 2.082 -0.528
H: -7.137 1.266 -0.074
H: -7.187 2.592 -1.211
H: -8.040 -0.165 -3.283
H: -8.705 0.606 -1.811
H: -8.311 2.971 -2.757
H: -9.284 1.975 -3.781
H: -7.457 3.137 -5.063
H: -7.370 1.431 -5.188
H: -4.898 2.924 -5.860
H: -3.908 1.976 -4.736
H: -5.223 1.264 -5.770
H: -6.034 3.948 -2.436
H: -4.469 3.745 -3.154
H: -5.786 4.366 -4.210
H: -7.029 -1.002 -0.860
H: -5.282 -0.632 -0.979
H: -6.067 -1.348 -2.397
H: -3.727 0.667 -2.836
C: 3.517 -2.637 -4.985
C: 3.558 -1.261 -5.676
C: 3.014 -0.143 -4.800
C: 3.912 0.154 -3.673
C: 5.185 0.666 -4.297
C: 5.861 -0.368 -5.240
N: 4.806 -0.762 -6.129
O: 5.381 -1.659 -7.122
C: 6.871 0.459 -6.097
C: 6.627 -1.555 -4.573
C: 2.698 -1.367 -6.949
H: 3.742 -2.544 -3.955
H: 4.265 -3.278 -5.430
H: 2.502 -3.127 -5.117
H: 2.932 0.702 -5.474
H: 1.955 -0.340 -4.569
H: 4.043 -0.732 -3.045
H: 3.434 0.953 -3.040
H: 5.888 0.946 -3.532
H: 4.970 1.513 -4.889
H: 7.655 -0.109 -6.501
H: 6.303 0.947 -6.858
H: 7.372 1.265 -5.513
H: 7.166 -2.117 -5.352
H: 7.342 -1.204 -3.804
H: 6.002 -2.248 -4.022
H: 2.846 -2.323 -7.430
H: 2.954 -0.570 -7.623
H: 1.643 -1.273 -6.695
H: 5.411 -2.565 -6.720
C: -4.543 4.273 8.378
C: -5.139 3.961 6.994
C: -4.330 4.505 5.896
C: -2.935 3.927 5.677
C: -3.126 2.423 5.487
C: -3.915 1.714 6.638
N: -5.195 2.457 6.713
O: -5.899 1.852 7.795
C: -4.290 0.380 6.129
C: -3.085 1.596 7.890
C: -6.535 4.426 6.780
H: -4.946 5.221 8.713
H: -3.503 4.309 8.302
H: -4.817 3.507 9.111
H: -4.887 4.289 5.010
H: -4.248 5.588 6.059
H: -2.229 4.195 6.468
H: -2.587 4.319 4.725
H: -2.115 2.024 5.442
H: -3.581 2.178 4.496
H: -5.052 0.553 5.372
H: -3.498 -0.269 5.703
H: -4.764 -0.197 6.936
H: -2.883 2.624 8.269
H: -3.659 1.099 8.638
H: -2.077 1.170 7.636
H: -7.157 4.138 7.639
H: -6.937 3.852 5.900
H: -6.575 5.508 6.647
H: -6.786 1.791 7.414
C: 2.163 -4.290 4.140
C: 0.685 -4.050 4.080
C: -0.121 -4.837 5.076
C: -0.293 -4.268 6.403
C: -0.736 -2.825 6.360
C: 0.129 -1.918 5.553
N: 0.225 -2.598 4.169
O: 1.356 -1.887 3.444
C: -0.321 -0.485 5.398
C: 1.516 -1.805 6.206
C: 0.222 -4.447 2.644
H: 2.659 -4.017 5.079
H: 2.649 -3.653 3.439
H: 2.343 -5.350 3.960
H: -1.159 -5.094 4.683
H: 0.366 -5.848 5.124
H: 0.586 -4.321 7.072
H: -1.101 -4.849 6.912
H: -0.811 -2.409 7.378
H: -1.751 -2.785 5.931
H: -0.238 -0.056 6.406
H: 0.270 0.065 4.700
H: -1.377 -0.507 5.075
H: 2.164 -1.362 5.489
H: 1.436 -1.209 7.135
H: 1.882 -2.814 6.439
H: -0.845 -4.118 2.537
H: 0.346 -5.511 2.460
H: 0.796 -3.887 1.906
H: 0.874 -1.452 2.718
C: 5.599 -0.113 1.268
C: 5.856 -0.746 2.652
C: 6.135 -2.195 2.464
C: 7.491 -2.351 1.800
C: 8.542 -1.719 2.759
C: 8.290 -0.286 3.049
N: 6.894 -0.222 3.525
O: 6.704 1.138 3.704
C: 9.141 0.186 4.191
C: 8.620 0.609 1.772
C: 4.605 -0.491 3.469
H: 5.661 0.993 1.440
H: 4.585 -0.397 0.958
H: 6.286 -0.448 0.505
H: 6.176 -2.615 3.458
H: 5.336 -2.651 1.881
H: 7.510 -1.795 0.815
H: 7.729 -3.403 1.536
H: 9.556 -1.990 2.471
H: 8.343 -2.252 3.708
H: 8.885 -0.420 5.053
H: 10.204 -0.043 4.011
H: 8.938 1.269 4.345
H: 9.708 0.730 1.740
H: 8.344 0.136 0.787
H: 8.248 1.587 1.954
H: 4.395 0.559 3.403
H: 4.743 -0.793 4.495
H: 3.763 -1.071 3.082
H: 6.276 1.215 4.568
C: 5.310 6.665 1.363
C: 5.582 5.169 1.405
C: 4.885 4.548 2.623
C: 3.323 4.466 2.465
C: 3.082 3.601 1.222
C: 3.677 4.305 -0.050
N: 5.193 4.425 0.232
O: 5.785 4.879 -0.963
C: 3.484 3.314 -1.200
C: 2.883 5.610 -0.385
C: 7.119 4.938 1.620
H: 5.607 7.047 0.413
H: 5.883 7.059 2.210
H: 4.270 6.923 1.563
H: 5.200 3.535 2.902
H: 5.133 5.191 3.493
H: 2.873 5.455 2.416
H: 2.899 4.105 3.377
H: 1.954 3.494 1.133
H: 3.589 2.597 1.409
H: 3.732 3.773 -2.192
H: 4.089 2.413 -1.010
H: 2.437 3.046 -1.122
H: 3.184 6.444 0.225
H: 3.196 5.938 -1.357
H: 1.802 5.483 -0.304
H: 7.470 5.611 2.429
H: 7.713 5.230 0.737
H: 7.299 3.923 1.847
H: 6.241 4.064 -1.233
C: -4.612 -3.240 4.371
C: -5.029 -3.093 2.929
C: -3.914 -3.369 1.899
C: -3.635 -4.855 1.652
C: -4.926 -5.319 1.026
C: -6.073 -5.191 2.053
N: -6.243 -3.814 2.477
O: -7.255 -3.720 3.479
C: -7.328 -5.497 1.236
C: -5.900 -6.130 3.199
C: -5.413 -1.622 2.756
H: -3.900 -2.398 4.527
H: -4.053 -4.165 4.625
H: -5.452 -3.203 5.062
H: -4.139 -2.932 0.954
H: -2.997 -2.900 2.319
H: -3.484 -5.324 2.617
H: -2.725 -4.965 1.023
H: -4.775 -6.334 0.690
H: -5.097 -4.701 0.145
H: -7.250 -4.875 0.369
H: -7.362 -6.560 0.853
H: -8.233 -5.217 1.814
H: -6.755 -6.250 3.874
H: -5.557 -7.094 2.786
H: -5.056 -5.818 3.784
H: -5.792 -1.561 1.732
H: -4.634 -0.835 2.754
H: -6.201 -1.345 3.490
H: -7.918 -3.107 3.143
C: 4.513 -3.501 -1.306
C: 5.037 -4.926 -1.137
C: 5.159 -5.378 0.325
C: 3.795 -5.462 0.958
C: 3.023 -6.559 0.164
C: 2.906 -6.247 -1.346
N: 4.278 -6.016 -1.864
O: 4.211 -5.593 -3.253
C: 2.513 -7.627 -1.976
C: 1.800 -5.194 -1.761
C: 6.458 -4.964 -1.792
H: 5.333 -2.821 -1.311
H: 3.870 -3.262 -0.425
H: 3.989 -3.553 -2.264
H: 5.607 -6.391 0.367
H: 5.792 -4.652 0.862
H: 3.299 -4.508 0.890
H: 3.790 -5.830 1.999
H: 2.054 -6.774 0.571
H: 3.532 -7.539 0.367
H: 3.237 -8.313 -1.626
H: 1.524 -7.959 -1.634
H: 2.512 -7.629 -3.062
H: 2.222 -4.231 -2.104
H: 1.168 -5.597 -2.551
H: 1.228 -4.987 -0.859
H: 7.034 -4.226 -1.232
H: 6.434 -4.708 -2.858
H: 6.933 -5.929 -1.682
H: 4.840 -6.203 -3.683
C: -1.039 -0.655 -5.302
C: -1.694 -1.985 -5.028
C: -0.691 -3.135 -5.254
C: -1.241 -4.436 -4.680
C: -1.514 -4.241 -3.183
C: -2.593 -3.147 -2.915
N: -2.116 -1.986 -3.651
O: -2.969 -0.879 -3.396
C: -3.988 -3.683 -3.301
C: -2.640 -2.826 -1.433
C: -2.842 -2.125 -6.028
H: -1.758 0.132 -5.410
H: -0.537 -0.794 -6.288
H: -0.298 -0.474 -4.556
H: -0.396 -3.321 -6.264
H: 0.199 -3.030 -4.646
H: -0.449 -5.193 -4.709
H: -2.134 -4.863 -5.113
H: -0.609 -4.011 -2.573
H: -1.791 -5.237 -2.823
H: -4.835 -3.147 -2.802
H: -4.177 -3.756 -4.348
H: -4.075 -4.607 -2.756
H: -1.735 -2.280 -1.147
H: -3.489 -2.198 -1.153
H: -2.664 -3.689 -0.789
H: -3.256 -3.118 -6.257
H: -2.495 -1.769 -6.994
H: -3.675 -1.501 -5.723
H: -3.824 -1.183 -3.768
C: -0.428 1.389 2.086
C: -1.141 0.762 0.895
C: -1.411 1.798 -0.196
C: -0.127 2.199 -0.898
C: 0.432 0.968 -1.608
C: 0.822 -0.100 -0.542
N: -0.460 -0.338 0.281
O: -0.227 -1.326 1.263
C: 1.067 -1.429 -1.310
C: 2.061 0.192 0.264
C: -2.467 0.199 1.328
H: 0.412 0.789 2.469
H: -1.130 1.545 2.898
H: -0.015 2.295 1.752
H: -2.093 1.364 -0.922
H: -1.911 2.666 0.234
H: 0.557 2.563 -0.121
H: -0.296 3.056 -1.573
H: 1.302 1.222 -2.189
H: -0.317 0.461 -2.194
H: 1.828 -1.305 -2.032
H: 1.207 -2.264 -0.590
H: 0.222 -1.691 -1.942
H: 2.074 1.102 0.878
H: 2.400 -0.614 0.859
H: 2.893 0.345 -0.472
H: -2.850 -0.406 0.528
H: -3.141 0.986 1.645
H: -2.232 -0.487 2.163
H: -0.936 -1.970 1.106
C: -3.573 5.516 0.794
C: -4.934 4.963 1.078
C: -4.836 3.816 2.013
O: -6.033 3.093 2.046
C: -6.011 2.066 2.953
N: -5.849 5.973 1.627
H: -3.480 6.241 -0.002
H: -2.908 4.690 0.501
H: -3.152 5.881 1.717
H: -5.379 4.501 0.203
H: -4.407 4.114 2.961
H: -4.076 3.142 1.532
H: -5.830 2.358 4.000
H: -5.235 1.374 2.611
H: -6.953 1.559 2.923
H: -6.770 5.586 1.801
H: -6.027 6.731 0.970

No. 6
The molecule CH2N2O2S at a distorted geometry, computed with wB97M-V/def2-TZVPD.

Summary:
gap between HOMO and LUMO = 0.371 Eh
LUMO level = 0.7 eV
maximum force = 0.0331 Eh/bohr
energy above the lowest of the compared OMol25 structures with the same formula, charge and spin = 332.1 kJ/mol
highest occupied orbital energy = -9.452 eV
total energy = -18977.8864 eV

Positions of all 8 atoms, in Å:
C: 0.908 0.918 -0.080
N: 0.097 -1.012 0.426
N: 1.193 -0.305 0.056
O: -2.145 -0.443 -0.807
O: -0.405 1.261 0.119
S: -1.412 -0.100 0.376
H: 1.601 1.684 -0.356
H: 0.162 -2.003 0.266